This record from the Open Molecules 2025 dataset describes a structure of composition C24H46Cl3N2O4PmSi in a non-equilibrium geometry. The level of theory is ωB97M-V with the def2-TZVPD basis set.

XYZ file:
```
81
Properties=species:S:1:pos:R:3:forces:R:3
C 2.78163 -2.69064 -2.40594 0.07 -0.21 0.28
C 2.26475 -1.84987 -3.53494 -0.30 0.05 -1.15
H 2.28300 -3.66887 -2.38823 0.06 0.20 0.08
H 2.60621 -2.18600 -1.44846 0.03 -0.17 -0.21
H 3.86247 -2.88730 -2.50526 -0.25 0.11 -0.04
C 2.11947 -2.35638 -4.77746 0.31 0.63 0.70
C 2.42033 -3.76781 -5.14868 0.03 -0.49 -0.29
H 1.81266 -1.73652 -5.62001 0.08 0.01 0.45
H 1.88967 -4.48900 -4.51613 0.11 0.07 -0.01
H 3.49067 -4.00457 -5.10146 -0.09 0.03 0.11
H 2.10915 -3.94690 -6.18283 0.03 -0.08 0.15
Pm 0.80236 0.12865 2.21588 0.18 0.44 0.06
Cl 2.58779 -0.71308 3.84452 0.19 -0.23 0.16
Cl 2.50739 1.02749 0.53662 -0.04 0.19 0.15
C 0.25648 3.31645 1.79561 -0.52 -1.03 -0.05
O -0.19756 2.21645 2.27058 0.51 1.88 -0.32
N -0.49581 4.20433 1.17063 0.07 -0.38 -0.05
C -1.92894 3.96331 0.97183 -0.15 -0.28 -0.05
C 0.11765 5.30964 0.42820 0.40 0.08 -0.04
H 1.33112 3.53722 1.86666 -0.29 0.05 -0.06
H -2.37308 3.59340 1.90544 0.16 0.07 -0.33
H -2.10956 3.23477 0.16264 0.21 0.22 0.32
H -2.39031 4.91270 0.69330 0.04 -0.15 0.11
H 1.02515 5.62416 0.95874 -0.25 0.01 -0.20
H -0.58799 6.14316 0.37368 0.18 -0.15 0.16
H 0.39250 5.02346 -0.60099 -0.22 -0.12 0.41
H -0.85542 -5.39446 3.69922 -0.09 0.19 -0.26
H -0.34278 -3.43641 0.61746 -0.24 -0.13 -0.02
C -1.73341 -4.98679 3.17882 0.00 -0.17 0.45
C -1.28241 -3.88275 0.95191 0.07 -0.11 -0.16
N -1.39975 -3.79091 2.40648 0.17 0.61 0.45
H -2.48855 -4.77665 3.94651 0.04 -0.02 -0.33
C -1.08365 -2.65800 3.00786 0.62 0.49 -0.81
O -0.55736 -1.66888 2.39710 -1.21 -2.00 1.23
H -2.11442 -3.35714 0.46592 0.30 -0.10 0.12
H -1.28781 -2.59652 4.08817 0.12 -0.10 -0.30
H -2.08777 -5.75580 2.49048 -0.14 0.22 0.21
H -1.32041 -4.94098 0.69039 0.10 0.22 -0.14
O 1.15328 -0.33171 -1.98922 -0.73 -0.65 -0.69
C 1.97209 -0.38952 -3.16749 -0.12 -0.29 0.46
C 0.36322 0.04661 -5.09145 -0.09 0.17 -0.27
C 1.44924 0.46232 -4.32201 0.41 -0.10 0.08
H -0.07354 -0.93928 -4.89870 -0.03 0.56 -0.02
C -0.12833 0.86111 -6.12018 -0.05 -0.23 0.16
H 2.93616 0.03219 -2.83158 -0.19 0.05 -0.18
C 2.08566 1.67339 -4.62071 -0.28 -0.21 -0.18
H -1.00763 0.54043 -6.69264 0.41 0.13 0.21
C 0.49097 2.07621 -6.40376 0.17 0.21 -0.01
C 1.61131 2.47335 -5.66341 -0.02 0.02 0.13
H 2.95862 1.95766 -4.02551 -0.32 0.05 -0.23
H 0.12021 2.72435 -7.21084 0.14 -0.37 0.41
H 2.10470 3.42350 -5.88875 -0.16 -0.34 0.05
Si -0.59970 -0.35459 -1.89827 0.22 4.72 -0.99
Cl -0.73391 -2.41315 -1.86683 0.12 -2.64 0.29
C -2.06369 -0.20795 -3.14000 -0.19 -1.11 -0.42
C -0.56547 1.61908 -2.16089 0.77 0.47 0.09
C -1.22311 0.07757 -0.14144 0.15 -0.89 0.72
H -1.93364 0.58608 -3.87680 -0.05 -0.05 0.21
H -2.94490 0.02031 -2.52536 0.02 -0.05 -0.11
H -2.24521 -1.14361 -3.67796 -0.33 0.05 -0.02
H -1.24779 -0.77931 0.54951 -0.12 0.29 -0.07
H -2.25539 0.45116 -0.22399 0.32 -0.08 -0.03
H -0.61839 0.91321 0.25619 -0.24 -0.18 -0.28
H -0.35437 1.86995 -3.20399 -0.04 0.19 0.10
H 0.25502 2.01927 -1.55446 0.02 0.36 0.12
H -1.51325 2.09632 -1.88526 -0.09 0.05 0.02
C 0.55032 -0.36824 6.94913 0.14 -0.13 -0.12
C -0.23248 -0.57773 5.67021 -0.27 0.42 -0.56
O -0.21109 0.55288 4.74726 -0.23 0.14 0.48
C -0.55309 1.82029 5.38478 0.39 -0.52 -0.27
C -1.85618 1.77255 6.15935 -0.11 0.05 0.10
H 1.60887 -0.22141 6.71520 -0.15 0.07 0.07
H 0.46009 -1.27894 7.54779 0.03 0.08 0.00
H 0.17164 0.46562 7.54399 0.13 -0.13 -0.03
H 0.21818 -1.39424 5.10028 -0.06 0.12 0.14
H -1.29375 -0.80729 5.86790 0.30 -0.02 0.07
H 0.28586 2.08984 6.04084 -0.20 0.09 -0.13
H -0.60310 2.54372 4.56714 -0.01 -0.21 0.16
H -1.74682 1.23677 7.11263 -0.16 0.09 -0.33
H -2.15755 2.79847 6.39898 0.01 -0.16 -0.04
H -2.65655 1.30983 5.56605 0.19 0.12 0.14
```
Forces are in eV/Å.

Summary:
* DFT total energy: -98808.637 eV
* spin multiplicity: 5
* E_LUMO (alpha / beta): 0.0 / 0.0 eV
* Kohn-Sham gap (alpha / beta): 0.2302 / 0.2306 Ha
* E_HOMO (alpha / beta): -0.2314 / -0.2314 Eh
* ⟨S²⟩: 6.005

Atom-resolved charges from Löwdin, all expressed in e: C -0.07; C -0.24; H 0.07; H 0.07; H 0.09; C -0.12; C -0.11; H 0.09; H 0.07; H 0.08; H 0.07; Pm 1.21; Cl -0.15; Cl -0.11; C -0.27; O -0.25; N -0.15; C 0.00; C -0.02; H 0.14; H 0.10; H 0.09; H 0.09; H 0.10; H 0.09; H 0.11; H 0.10; H 0.06; C -0.02; C -0.05; N -0.15; H 0.10; C -0.22; O -0.25; H 0.09; H 0.15; H 0.09; H 0.09; O -0.31; C -0.29; C -0.09; C -0.19; H 0.11; C -0.08; H 0.15; C -0.03; H 0.11; C -0.10; C -0.09; H 0.12; H 0.10; H 0.10; Si -0.09; Cl 0.42; C -0.25; C -0.22; C -0.23; H 0.01; H 0.03; H -0.01; H -0.02; H 0.05; H -0.04; H 0.00; H 0.00; H 0.01; C -0.07; C -0.30; O -0.31; C -0.24; C -0.07; H 0.07; H 0.09; H 0.06; H 0.06; H 0.12; H 0.12; H 0.10; H 0.07; H 0.08; H 0.09